No. 1
Molecular formula: CH5NO3
Method: DFT, the ωB97M-V functional and the def2-TZVPD basis

Each line ends with the Löwdin charge.
Geometry (Å):
N: -0.3505 -0.9934 -0.1409  0.11
C: -1.5923 -0.3708 -0.1880  -0.60
O: -1.8879 0.7503 -0.4280  0.14
O: -2.5898 -1.3467 -0.1295  0.05
H: -0.0563 -1.7394 -0.7723  0.10
H: -0.1354 -1.5652 0.6670  0.09
H: -3.3940 -0.9989 -0.5310  0.11
O: 3.3932 2.4525 0.5204  -0.06
H: 2.8574 1.9995 -0.1330  0.03
H: 3.7555 1.8121 1.1352  0.03

ΔE to the lowest compared entry with this formula, charge and spin, kJ/mol: 142.6
Gap between HOMO and LUMO, eV: 11.28
HOMO, eV: -10.817
Max |F|, eV/Å: 3.64
SMILES string: NC(=O)O.O
Total charge: 0
M, g/mol: 79.1


No. 2
Molecular formula: C31H29Br2IrN2O3P2S
Method: DFT, the ωB97M-V functional and the def2-TZVPD basis

Each line ends with the Mulliken spin population.
Geometry (Å):
Ir: -0.1717 0.4702 0.0861  0.01
Br: -3.6201 0.2426 5.8049  0.00
C: -2.6376 0.3621 4.2354  0.00
C: -2.1922 1.5909 3.7634  0.00
C: -1.4782 1.6312 2.5816  0.01
N: -1.1956 0.5342 1.8618  0.00
C: -1.5819 -0.6759 2.3603  0.02
C: -2.3132 -0.7901 3.5206  0.00
C: -1.1273 -1.8469 1.5624  0.07
C: -1.3236 -3.2021 1.9623  0.29
C: -0.7695 -4.2289 1.1864  -0.01
Br: -0.9074 -5.9892 1.7866  -0.01
C: -0.1360 -3.9343 0.0087  0.28
C: -0.0789 -2.5279 -0.4909  0.06
N: -0.4881 -1.5340 0.4888  0.21
H: -2.3995 2.5034 4.3049  0.00
H: -1.0980 2.5603 2.1961  0.00
H: -2.6310 -1.7538 3.8909  0.00
H: -1.8440 -3.4448 2.8761  -0.01
H: 0.2869 -4.6918 -0.6396  0.00
H: -1.4487 -3.0536 -1.8088  -0.02
O: -0.8217 -2.3338 -1.6512  0.05
S: 1.5930 -1.1130 -1.9887  0.01
O: 1.2755 -2.1950 -0.7841  0.01
O: 0.6691 0.0725 -1.7579  0.00
C: 3.1352 -0.6681 -1.2791  0.01
C: 4.2497 -1.0035 -2.0310  0.00
C: 5.5143 -0.7367 -1.5195  0.00
C: 5.6408 -0.1455 -0.2794  0.00
C: 4.5153 0.2042 0.4620  0.00
C: 3.2373 -0.0507 -0.0239  -0.01
P: 1.8824 0.4997 1.0570  0.00
C: 2.3819 2.1780 1.4779  0.00
C: 2.8285 2.9560 0.4018  0.01
C: 3.2761 4.2481 0.6117  0.00
C: 3.2661 4.7850 1.8951  0.00
C: 2.8184 4.0219 2.9629  0.00
C: 2.3850 2.7160 2.7625  0.00
C: 1.8615 -0.5972 2.4896  0.01
C: 1.2079 -0.2665 3.6799  -0.02
C: 1.1793 -1.1658 4.7338  0.01
C: 1.7790 -2.4131 4.6053  0.00
C: 2.4055 -2.7630 3.4168  0.00
C: 2.4492 -1.8623 2.3633  0.01
H: 4.1361 -1.4721 -3.0012  0.00
H: 6.3925 -0.9958 -2.0951  0.00
H: 6.6236 0.0599 0.1235  0.00
H: 4.6439 0.6848 1.4244  0.00
H: 2.8559 2.5415 -0.6002  0.00
H: 3.6461 4.8334 -0.2200  0.00
H: 3.6237 5.7923 2.0624  0.00
H: 2.8333 4.4311 3.9641  0.00
H: 2.1035 2.1267 3.6225  0.00
H: 0.7073 0.6875 3.7968  0.00
H: 0.6970 -0.8882 5.6620  0.00
H: 1.7659 -3.1082 5.4344  0.00
H: 2.8785 -3.7309 3.3164  0.00
H: 2.9574 -2.1406 1.4503  0.00
C: 0.0307 3.0107 -2.3248  0.00
P: -0.6536 2.6963 -0.6846  -0.01
C: -0.4104 4.2190 0.2679  0.00
C: -2.4458 2.5556 -0.9278  0.00
H: -0.3979 3.9243 -2.7386  0.00
H: -0.1966 2.1755 -2.9848  0.00
H: 1.1113 3.1265 -2.2657  0.00
H: -0.6932 5.0715 -0.3507  0.00
H: 0.6278 4.3241 0.5684  0.00
H: -1.0437 4.2322 1.1532  0.00
H: -2.8241 3.4611 -1.4055  0.00
H: -2.9551 2.4247 0.0285  0.00
H: -2.6836 1.7093 -1.5770  0.00

Multiplicity: 2
ΔE to the lowest compared entry with this formula, charge and spin, kJ/mol: 102.5
Gap between HOMO and LUMO (spin up / spin down), eV: 7.29 / 6.29
HOMO (spin up / spin down), eV: -17.235 / -17.266
Max |F|, eV/Å: 0.96
Total charge: +3
<S²>: 0.787
M, g/mol: 923.6


No. 3
Molecular formula: C4H6Cl4FNO5Pd
Method: DFT, the ωB97M-V functional and the def2-TZVPD basis

Each line ends with the Mulliken spin population.
Geometry (Å):
Pd: -0.5233 0.6490 -2.2084  1.39
Cl: 0.1311 -0.4296 -4.4148  0.18
Cl: -1.9769 2.6179 -2.9859  0.15
Cl: -2.7101 -0.9436 -1.9962  0.11
Cl: 1.6731 1.8709 -1.7818  0.11
C: -2.1184 3.3242 0.5560  0.00
N: -2.1333 1.8584 0.3184  0.01
O: -1.0815 1.3813 -0.0696  -0.01
O: -3.1506 1.2618 0.5577  0.04
H: -2.8060 3.4911 1.3799  0.00
H: -2.5314 3.7774 -0.3446  0.00
H: -1.0901 3.6208 0.7131  0.00
C: 1.7901 -2.0247 1.9966  0.00
C: 2.5301 -2.9129 1.0082  0.00
O: 2.2255 -2.3103 -0.2046  0.00
C: 1.0416 -1.6202 -0.0662  0.00
O: 0.4415 -1.1227 -0.9305  0.02
O: 0.6791 -1.6047 1.2483  0.00
F: 1.9872 -4.1913 1.0096  0.00
H: 2.4599 -1.1674 2.1523  0.00
H: 1.5595 -2.4955 2.9451  0.00
H: 3.6032 -3.0299 1.1174  0.00

Multiplicity: 3
Gap between HOMO and LUMO (spin up / spin down), eV: 5.50 / 5.88
HOMO (spin up / spin down), eV: -1.152 / -1.529
Max |F|, eV/Å: 1.49
Total charge: -2
<S²>: 2.008
M, g/mol: 415.3


No. 4
Molecular formula: C27H59FNO14
Method: DFT, the ωB97M-V functional and the def2-TZVPD basis

Each line ends with the Löwdin charge.
Geometry (Å):
C: 3.0297 2.4095 -6.5384  -0.17
C: 3.2668 1.5213 -5.3922  -0.59
O: 2.6979 0.4918 -5.0557  -0.01
N: 4.3571 1.8811 -4.4601  0.11
C: 4.1630 1.4677 -3.1491  -0.55
O: 4.9021 0.8356 -2.4745  0.14
F: 2.9714 1.8759 -2.6337  0.07
H: 4.0199 2.5692 -7.0091  -0.04
H: 2.8037 3.3981 -6.0870  -0.04
H: 4.5974 2.8597 -4.5604  0.12
C: -5.1606 3.3629 -2.3592  -0.13
O: -4.1558 2.4699 -2.7650  -0.20
C: -4.1850 2.1894 -4.1544  -0.21
C: -2.8137 1.8609 -4.6987  -0.19
O: -1.9594 2.9703 -4.8724  -0.12
C: -1.3479 3.5261 -3.7179  -0.18
C: -0.2684 2.6653 -3.1042  -0.20
O: -0.8518 1.5917 -2.3809  -0.21
C: -0.0489 0.4279 -2.3739  -0.10
H: -6.1627 2.9303 -2.4793  0.08
H: -4.9968 3.5802 -1.3048  0.09
H: -5.1119 4.3013 -2.9247  0.09
H: -4.5909 3.0459 -4.7069  0.12
H: -4.8427 1.3241 -4.3273  0.12
H: -2.9629 1.4670 -5.7077  0.13
H: -2.3360 1.0785 -4.1053  0.12
H: -2.0937 3.7912 -2.9625  0.12
H: -0.8776 4.4462 -4.0706  0.13
H: 0.3327 3.2785 -2.4186  0.12
H: 0.3911 2.2894 -3.8943  0.13
H: 0.2070 0.1147 -3.3912  0.09
H: -0.6321 -0.3613 -1.8983  0.08
H: 0.8757 0.5815 -1.8092  0.08
C: 4.4815 2.3862 0.7774  -0.10
O: 5.1769 3.6145 0.6948  -0.20
C: 5.8112 3.8007 -0.5591  -0.20
C: 5.8350 5.2600 -0.9445  -0.18
O: 4.5876 5.7605 -1.3928  -0.12
C: 3.5944 6.0347 -0.4259  -0.19
C: 3.8066 7.3251 0.3301  -0.21
O: 4.8203 7.1970 1.3128  -0.19
C: 5.4873 8.4042 1.5801  -0.12
H: 5.1655 1.5324 0.7306  0.09
H: 3.9603 2.3742 1.7340  0.08
H: 3.7499 2.2911 -0.0305  0.08
H: 5.2979 3.2271 -1.3358  0.11
H: 6.8454 3.4339 -0.4984  0.13
H: 6.4969 5.3557 -1.8085  0.13
H: 6.2462 5.8678 -0.1336  0.12
H: 3.4606 5.1991 0.2647  0.12
H: 2.6725 6.1508 -1.0008  0.13
H: 2.8623 7.6011 0.8208  0.13
H: 4.0671 8.1158 -0.3841  0.12
H: 5.9136 8.8350 0.6662  0.09
H: 6.2970 8.1825 2.2736  0.09
H: 4.8200 9.1443 2.0401  0.09
C: -4.2738 -2.5084 -3.7823  -0.11
O: -3.7205 -2.7989 -2.5212  -0.19
C: -4.1325 -1.9067 -1.5015  -0.20
C: -4.1787 -2.6007 -0.1623  -0.18
O: -5.2854 -3.4714 0.0133  -0.13
C: -5.2404 -4.7342 -0.6248  -0.19
C: -4.3205 -5.7310 0.0409  -0.21
O: -2.9670 -5.4586 -0.2642  -0.19
C: -2.0747 -5.8477 0.7529  -0.11
H: -3.9296 -1.5393 -4.1619  0.08
H: -3.9440 -3.2885 -4.4658  0.09
H: -5.3704 -2.5098 -3.7456  0.09
H: -5.1228 -1.4935 -1.7285  0.13
H: -3.4176 -1.0754 -1.4351  0.13
H: -4.3109 -1.8261 0.5967  0.13
H: -3.2336 -3.1119 0.0357  0.12
H: -4.9995 -4.6422 -1.6865  0.12
H: -6.2576 -5.1242 -0.5375  0.13
H: -4.5769 -6.7389 -0.3166  0.13
H: -4.4862 -5.6986 1.1249  0.13
H: -2.3405 -5.3781 1.7078  0.08
H: -1.0822 -5.5088 0.4615  0.09
H: -2.0552 -6.9365 0.8817  0.09
C: -2.4738 -3.0884 4.5731  -0.11
O: -1.4476 -4.0322 4.7787  -0.20
C: -0.1705 -3.5613 4.3814  -0.20
C: 0.9291 -4.1992 5.1953  -0.18
O: 1.0438 -3.6935 6.5141  -0.12
C: 0.1039 -4.1367 7.4739  -0.19
C: 0.3585 -5.5325 7.9926  -0.21
O: -0.0373 -6.5143 7.0523  -0.20
C: 0.7002 -7.7086 7.1522  -0.12
H: -2.6299 -2.8852 3.5069  0.08
H: -3.3889 -3.5075 4.9876  0.09
H: -2.2526 -2.1439 5.0834  0.09
H: -0.1121 -2.4722 4.4901  0.13
H: -0.0114 -3.8095 3.3230  0.13
H: 1.8752 -3.9433 4.7136  0.13
H: 0.8297 -5.2873 5.1910  0.12
H: -0.9212 -4.0446 7.1073  0.12
H: 0.2265 -3.4542 8.3183  0.13
H: -0.2142 -5.6691 8.9211  0.13
H: 1.4246 -5.6355 8.2283  0.13
H: 1.7759 -7.5210 7.0567  0.09
H: 0.3832 -8.3556 6.3364  0.09
H: 0.5139 -8.2212 8.1039  0.09

Gap between HOMO and LUMO, eV: 4.58
HOMO, eV: -2.571
Max |F|, eV/Å: 0.59
Total charge: -1
M, g/mol: 640.8


No. 5
Molecular formula: C4H5NO
Method: DFT, the ωB97M-V functional and the def2-TZVPD basis

Each line ends with the Löwdin charge.
Geometry (Å):
C: -1.3182 -0.3392 -0.1663  -0.02
C: -0.2417 0.5307 0.3833  -0.44
O: 0.6914 0.1181 1.3017  -0.01
C: 1.1073 0.6014 -0.1927  -0.10
C: 1.7051 -0.6747 -0.5359  -0.17
N: 1.7924 -1.7165 -0.0360  0.20
H: -2.0707 -0.4816 0.6079  0.09
H: -1.7666 0.1902 -1.0146  0.09
H: -0.9401 -1.3102 -0.4959  0.08
H: -0.5321 1.5300 0.6799  0.14
H: 1.5730 1.5519 -0.5315  0.15

ΔE to the lowest compared entry with this formula, charge and spin, kJ/mol: 326.7
Gap between HOMO and LUMO, eV: 10.72
HOMO, eV: -10.291
Max |F|, eV/Å: 2.19
SMILES string: C[C@H]1O[C@H]1C#N
Total charge: 0
M, g/mol: 83.1


No. 6
Molecular formula: C4H11NO6P2S
Method: DFT, the ωB97M-V functional and the def2-TZVPD basis

Each line ends with the Löwdin charge.
Geometry (Å):
N: -0.6376 3.0343 2.0011  -0.42
P: -1.2102 1.5592 2.2229  0.51
S: 0.0323 0.0361 1.3369  0.76
C: -0.4699 -0.0939 -0.4440  -0.40
C: 0.5732 0.5751 -1.3930  -0.25
C: 1.7085 -0.4436 -1.8513  -0.09
C: 2.7407 0.4283 -2.6233  -0.54
O: 2.7172 0.5633 -3.8011  0.10
O: 3.6499 1.0643 -1.8076  0.07
H: 0.2364 3.0041 1.4723  -0.09
H: -2.4801 1.3720 1.6126  0.00
H: -1.2737 1.2419 3.6099  -0.01
H: -0.3771 -1.2313 1.8764  -0.04
H: -0.6136 -1.1644 -0.7056  0.09
H: -1.4179 0.4843 -0.5240  0.09
H: 1.1037 1.4098 -0.8691  0.09
H: 0.1110 0.9694 -2.3262  0.12
H: 2.1646 -0.9753 -0.9924  0.12
H: 1.2018 -1.1493 -2.5433  0.13
H: 4.0947 1.6921 -2.4001  0.11
O: -2.4700 -1.0660 2.2312  -0.59
P: -2.3925 -2.4940 1.6267  -0.18
O: -0.8981 -2.9593 1.8197  -0.52
O: -2.7303 -2.4185 0.1112  -0.55
O: -3.3629 -3.4387 2.3603  -0.54

Gap between HOMO and LUMO, eV: 2.66
HOMO, eV: 1.260
Max |F|, eV/Å: 2.95
Total charge: -2
M, g/mol: 263.1


No. 7
Molecular formula: C3H6NS2
Method: DFT, the ωB97M-V functional and the def2-TZVPD basis

Each line ends with the Löwdin charge.
Geometry (Å):
C: 0.2125 -2.1464 0.3507  0.20
C: -0.5458 -1.2699 0.1737  -0.26
C: -1.1913 -0.0231 0.0829  -1.07
N: 1.3232 0.6294 -0.6351  0.06
S: -1.1767 1.2185 1.3162  0.88
S: -1.8849 0.2436 -1.3831  1.00
H: 0.8201 -3.0633 0.5491  0.11
H: 1.5039 1.5243 -0.2342  0.03
H: 1.7044 -0.0150 0.0309  0.03
H: 1.7642 0.6694 -1.4763  0.01
H: -0.3406 0.6086 2.3246  0.01
H: -2.1890 1.6238 -1.0994  0.00

ΔE to the lowest compared entry with this formula, charge and spin, kJ/mol: 287.2
Gap between HOMO and LUMO, eV: 8.05
HOMO, eV: -14.198
Max |F|, eV/Å: 5.20
Total charge: +1
M, g/mol: 120.2


No. 8
Molecular formula: C8H13FO2
Method: DFT, the ωB97M-V functional and the def2-TZVPD basis

Each line ends with the Löwdin charge.
Geometry (Å):
C: 1.6108 -0.4413 -1.1750  0.03
C: -1.5540 -1.0461 1.7434  0.10
C: 1.4602 0.0986 0.0187  -0.17
C: -1.3481 -0.3039 0.5630  -0.31
C: -0.8932 1.7357 -0.9274  0.01
C: 3.6285 0.8656 0.6530  -0.07
C: -2.7715 -1.7904 -0.6601  -0.06
C: -0.5300 0.8713 0.3498  -0.27
O: 2.2753 0.6038 0.9452  -0.09
O: -1.9190 -0.6728 -0.6287  -0.16
F: -0.2756 1.5730 1.4926  0.03
H: 2.5127 -0.9290 -1.3410  0.04
H: 0.7835 -0.4422 -1.8027  0.04
H: -2.1792 -1.9077 1.8214  0.04
H: -1.1163 -0.5684 2.6179  0.06
H: 0.0655 1.8777 -1.4593  0.08
H: -1.6225 1.0828 -1.5009  0.10
H: -1.3320 2.5769 -0.3886  0.08
H: 3.8994 1.8937 0.9135  0.09
H: 3.8180 0.8322 -0.3979  0.07
H: 4.3205 0.1895 1.2114  0.11
H: -3.1065 -1.9730 -1.6206  0.07
H: -3.5688 -1.4829 -0.0166  0.10
H: -2.1580 -2.6430 -0.4114  0.10

ΔE to the lowest compared entry with this formula, charge and spin, kJ/mol: 432.4
Gap between HOMO and LUMO, eV: 8.77
HOMO, eV: -7.929
Max |F|, eV/Å: 4.63
Total charge: 0
M, g/mol: 160.2